114
Properties=species:S:1:pos:R:3:forces:R:3:lowdin_charge:R:1 method="wB97M-V/def2-TZVPD" e_homo_ev=-11.70 gap_ev=7.5 total_charge=+1
N -3.199 -4.155 -0.611 0.51 0.68 1.32 -0.014
C -2.580 -4.339 0.786 -0.69 0.23 -1.50 -0.155
N -1.451 -5.366 0.628 2.82 2.40 3.78 -0.073
N -1.352 -6.448 -0.233 4.67 -0.93 1.78 0.067
C 0.005 -7.066 0.031 -2.03 3.92 2.22 -0.339
P 0.787 -8.595 -0.887 1.61 0.66 -0.89 0.537
O 1.319 -7.886 -2.427 -1.13 1.15 3.20 -0.424
I -0.952 -10.331 -1.309 0.19 1.22 -0.16 0.402
N 0.759 -6.328 1.140 -6.79 0.32 -3.41 0.040
C -0.227 -5.240 1.514 0.36 -3.58 -2.99 -0.219
N 0.078 -4.346 2.524 -1.33 -0.78 -1.45 0.161
H -2.475 -4.279 -1.353 -0.69 0.57 0.98 0.075
H -3.577 -3.161 -0.635 0.60 -1.73 -0.24 0.041
H -3.358 -4.781 1.541 1.42 1.04 -1.46 0.149
H -2.177 -3.264 1.095 -0.28 -2.69 -0.08 0.147
H -2.100 -6.739 -0.915 1.02 0.58 1.14 0.183
H 1.590 -6.942 -2.142 -0.41 -1.91 -0.91 0.063
H 0.937 -4.531 3.089 -1.15 0.28 -0.88 0.132
H -0.558 -3.548 2.768 1.12 -1.29 -0.32 0.122
C 2.320 -1.206 2.658 0.24 -0.11 -0.17 -1.090
Cl 2.371 -1.642 4.371 0.02 -0.12 -0.02 0.516
Cl 0.761 -0.492 2.230 -0.23 -0.11 -0.20 0.491
H 3.112 -0.482 2.452 -0.26 -0.14 0.14 -0.050
H 2.476 -2.105 2.057 -0.18 0.30 0.25 -0.059
C 4.428 -3.759 0.011 0.30 -0.02 -0.36 -0.993
Cl 4.849 -2.374 1.024 0.30 -0.01 -0.23 0.566
Cl 3.025 -4.618 0.659 0.07 -0.11 -0.13 0.548
H 4.194 -3.406 -0.996 -0.01 -0.04 0.44 -0.048
H 5.278 -4.445 -0.027 -0.25 0.16 0.16 0.042
C -3.767 -0.834 -2.662 0.27 0.03 -0.35 -1.012
Cl -4.106 -0.455 -0.969 0.13 -0.05 0.14 0.516
Cl -5.247 -1.273 -3.524 0.10 0.06 0.06 0.560
H -3.323 0.042 -3.141 -0.21 -0.18 0.17 0.038
H -3.068 -1.673 -2.706 -0.23 0.18 0.02 0.018
C 3.631 2.348 1.170 -0.36 0.30 -0.23 -1.055
Cl 3.383 2.331 -0.580 -0.01 0.00 0.06 0.530
Cl 5.002 1.329 1.628 0.02 -0.27 0.13 0.552
H 3.826 3.373 1.492 0.03 -0.25 -0.10 0.032
H 2.730 1.972 1.660 0.40 0.05 -0.57 -0.087
C 1.126 2.577 5.062 -0.12 -0.07 0.50 -0.957
Cl 2.285 2.088 3.821 0.00 0.13 0.75 0.588
Cl -0.135 3.613 4.382 -0.02 -0.09 0.01 0.547
H 0.661 1.684 5.487 0.10 0.19 -0.24 0.035
H 1.654 3.127 5.845 -0.07 -0.09 -0.32 0.040
C -4.919 -3.570 -6.329 -0.31 0.04 0.26 -1.035
Cl -3.518 -4.621 -6.561 -0.13 -0.02 0.25 0.469
Cl -5.197 -2.557 -7.752 -0.06 -0.01 0.11 0.504
H -5.803 -4.188 -6.155 0.25 0.12 -0.16 0.032
H -4.743 -2.926 -5.464 0.05 -0.18 -0.38 -0.053
C -0.546 7.151 5.593 -0.09 -0.32 0.12 -0.997
Cl -1.846 8.054 4.805 0.07 -0.09 0.20 0.523
Cl 0.939 8.106 5.665 0.13 -0.08 0.03 0.530
H -0.856 6.896 6.609 0.06 0.20 -0.26 0.037
H -0.354 6.237 5.026 -0.02 0.37 0.06 -0.039
C -1.913 -0.308 -9.090 0.19 -0.01 -0.36 -1.024
Cl -1.861 -0.744 -7.377 0.15 -0.08 0.08 0.471
Cl -3.472 0.407 -9.518 0.09 -0.01 -0.08 0.500
H -1.121 0.416 -9.296 -0.28 -0.13 0.16 0.031
H -1.756 -1.207 -9.690 -0.15 0.18 0.24 0.023
C -2.583 4.230 1.186 0.18 -0.10 -0.27 -1.026
Cl -2.161 5.615 2.200 0.23 0.01 -0.14 0.471
Cl -3.986 3.371 1.835 -0.02 -0.11 -0.05 0.499
H -2.817 4.583 0.179 0.05 -0.12 0.54 -0.076
H -1.732 3.544 1.149 -0.21 0.17 0.14 0.028
C -5.785 7.227 5.077 -0.22 0.32 -0.11 -1.017
Cl -5.769 6.206 6.520 -0.06 0.05 0.05 0.500
Cl -4.653 6.626 3.860 -0.38 0.02 -0.02 0.447
H -6.793 7.230 4.655 0.29 -0.11 0.13 0.030
H -5.500 8.244 5.357 0.03 -0.32 -0.02 0.030
C 7.207 4.027 2.063 0.00 -0.20 -0.28 -1.046
Cl 8.408 3.474 3.236 -0.05 -0.10 -0.10 0.513
Cl 6.565 5.613 2.509 -0.14 0.04 -0.08 0.512
H 7.677 4.098 1.079 -0.05 0.08 0.31 0.036
H 6.385 3.308 2.028 0.34 0.33 0.16 -0.067
C -4.159 6.189 -1.874 -0.42 0.23 0.21 -1.015
Cl -2.757 5.137 -2.105 0.09 -0.06 -0.22 0.540
Cl -4.436 7.201 -3.296 -0.04 -0.06 0.16 0.523
H -5.043 5.570 -1.699 0.27 0.10 -0.16 0.035
H -3.982 6.832 -1.008 0.08 -0.12 -0.27 0.034
C -4.412 -13.090 -2.395 -0.49 -0.13 -0.10 -0.997
Cl -4.459 -11.723 -3.515 -0.06 -0.06 0.04 0.504
Cl -2.842 -13.200 -1.590 0.01 -0.15 0.15 0.458
H -5.191 -12.959 -1.640 0.31 0.05 -0.16 0.035
H -4.591 -14.013 -2.952 0.19 0.27 0.11 0.038
C 7.159 9.489 3.064 -0.01 -0.31 0.12 -1.049
Cl 5.860 10.392 2.276 -0.08 -0.11 0.02 0.496
Cl 8.644 10.445 3.137 0.02 -0.11 0.05 0.503
H 6.850 9.235 4.081 0.08 0.20 -0.26 0.028
H 7.352 8.575 2.497 -0.01 0.33 0.06 -0.006
C 5.639 -0.566 -2.579 0.26 0.39 0.28 -1.008
Cl 4.831 0.667 -3.555 0.10 -0.04 0.08 0.506
Cl 5.077 -2.186 -3.009 0.07 -0.10 -0.09 0.542
H 6.717 -0.506 -2.751 -0.33 -0.08 -0.09 0.037
H 5.423 -0.383 -1.524 -0.08 -0.06 -0.27 0.002
C 0.908 11.921 6.708 0.02 -0.32 0.14 -1.043
Cl -0.391 12.824 5.920 -0.08 -0.12 -0.03 0.499
Cl 2.393 12.876 6.781 0.03 -0.11 0.05 0.504
H 0.599 11.666 7.725 0.07 0.19 -0.26 0.030
H 1.101 11.007 6.141 -0.04 0.32 0.08 -0.020
C 0.199 -15.040 -1.777 -0.18 0.19 -0.09 -1.069
Cl 0.216 -16.061 -0.333 -0.10 0.11 0.04 0.505
Cl 1.332 -15.641 -2.994 -0.05 0.12 -0.04 0.510
H -0.809 -15.038 -2.199 0.33 -0.14 0.10 -0.019
H 0.484 -14.024 -1.496 0.04 -0.30 -0.03 0.013
C -0.521 10.237 2.315 -0.01 -0.12 0.34 -1.057
Cl 0.639 9.748 1.074 0.08 -0.08 0.06 0.497
Cl -1.782 11.273 1.634 -0.05 0.00 0.11 0.502
H -0.985 9.344 2.740 0.15 0.30 -0.29 -0.049
H 0.007 10.787 3.098 -0.12 -0.05 -0.28 0.017
C -0.341 -6.057 -8.982 -0.10 -0.14 -0.38 -1.021
Cl 0.860 -6.611 -7.808 0.01 -0.10 -0.03 0.495
Cl -0.982 -4.472 -8.536 0.14 -0.01 -0.20 0.468
H 0.130 -5.987 -9.966 -0.05 0.04 0.33 0.031
H -1.162 -6.777 -9.016 0.21 0.23 0.13 0.032



81
Properties=species:S:1:pos:R:3:forces:R:3:mulliken_spin:R:1 method="wB97M-V/def2-TZVPD" e_homo_ev="-7.94 / -9.15" multiplicity=3 gap_ev="8.0 / 9.2" total_charge=0
C -0.782 0.275 3.034 -0.04 0.02 0.12 0.001
C -0.490 -0.578 1.813 -0.07 0.17 -0.16 0.000
F -1.689 -1.056 1.311 0.02 -0.03 0.02 -0.001
C 0.404 -1.795 1.993 0.30 -0.43 -0.22 -0.001
O 0.150 -2.873 1.559 -0.04 0.26 0.25 0.000
O 1.665 -1.508 2.511 -0.51 0.57 0.33 0.002
C 2.085 -1.773 3.840 -0.19 -0.41 -0.07 -0.001
N 1.654 -0.737 4.775 0.17 0.30 -0.26 0.000
P 3.944 -1.810 3.657 0.20 0.34 -0.26 0.001
N 4.673 -0.615 2.975 -0.38 -0.01 0.16 0.002
P 1.602 -3.419 4.618 -0.82 -0.13 0.19 0.000
O 1.839 -4.413 3.359 -0.20 -0.31 0.17 0.000
Cl -0.539 -3.330 4.648 1.07 0.18 -0.02 0.000
H -0.946 -0.323 3.935 0.04 0.09 -0.17 0.000
H -1.691 0.845 2.813 0.20 -0.07 0.04 -0.001
H 0.025 0.992 3.213 -0.13 -0.14 -0.02 0.000
H -0.038 0.041 1.025 0.05 -0.15 0.12 0.001
H 2.315 -0.646 5.546 -0.16 -0.14 -0.03 0.000
H 1.679 0.157 4.287 0.02 -0.12 0.08 0.000
H 4.184 -3.075 3.087 -0.01 -0.08 0.07 0.000
H 4.296 -2.030 5.004 0.06 -0.12 0.03 0.000
H 4.072 0.103 2.581 0.20 -0.05 -0.07 0.000
H 1.014 -4.752 2.974 0.26 0.27 -0.21 0.000
C 5.155 0.750 -3.710 -0.11 -0.03 0.00 0.020
C 5.084 1.120 -2.211 -0.06 0.07 -0.29 -0.001
C 6.391 0.786 -1.478 0.08 -0.01 0.09 0.036
C 6.620 -0.706 -1.261 -0.07 -0.01 -0.06 -0.019
C 5.427 -1.330 -0.543 0.09 0.10 0.07 0.025
C 4.099 -1.081 -1.269 -0.16 -0.19 -0.22 0.000
N 3.960 0.400 -1.519 0.51 0.00 0.56 0.421
O 3.487 1.042 -0.515 -0.20 -0.01 -0.23 0.516
C 4.036 -1.907 -2.558 -0.04 0.09 -0.04 0.014
C 2.937 -1.502 -0.381 0.01 -0.02 0.10 -0.010
C 4.826 2.620 -2.110 0.02 0.02 0.06 -0.005
H 6.119 0.315 -3.978 -0.01 -0.04 0.02 0.000
H 4.378 0.052 -4.003 -0.03 0.02 0.00 -0.010
H 5.013 1.642 -4.320 0.07 0.01 0.02 -0.001
H 6.375 1.282 -0.503 -0.07 -0.01 0.00 0.002
H 7.215 1.226 -2.047 0.01 0.01 0.02 0.002
H 6.809 -1.209 -2.214 -0.03 0.01 -0.01 0.000
H 7.518 -0.847 -0.658 0.02 -0.01 -0.02 0.001
H 5.557 -2.411 -0.440 0.02 0.00 0.01 -0.002
H 5.359 -0.919 0.469 -0.04 0.00 -0.03 0.008
H 3.159 -1.640 -3.150 -0.01 -0.02 0.01 -0.012
H 3.949 -2.958 -2.282 -0.01 0.01 0.02 0.001
H 4.920 -1.808 -3.183 0.02 0.01 0.00 0.002
H 3.006 -1.019 0.587 -0.04 0.00 -0.03 0.004
H 2.967 -2.583 -0.229 0.03 0.01 -0.04 -0.001
H 1.978 -1.246 -0.836 0.02 0.00 -0.03 0.004
H 3.857 2.878 -2.538 0.01 -0.02 -0.01 -0.004
H 5.605 3.135 -2.677 -0.02 0.00 0.00 0.001
H 4.851 2.970 -1.081 -0.02 -0.02 0.01 0.002
C -4.126 -0.049 -0.728 0.09 0.13 -0.05 0.031
C -5.392 0.354 0.058 0.31 -0.12 0.02 -0.012
C -6.644 -0.368 -0.461 -0.12 -0.02 -0.01 0.036
C -7.140 0.140 -1.810 0.07 0.04 0.02 -0.022
C -7.366 1.649 -1.765 -0.10 -0.07 0.01 0.032
C -6.124 2.425 -1.312 0.25 0.13 -0.13 -0.006
N -5.642 1.835 -0.012 -0.68 -0.22 -0.03 0.418
O -6.266 2.295 1.009 0.27 0.09 -0.01 0.529
C -5.054 2.387 -2.409 0.05 -0.03 0.06 0.026
C -6.469 3.888 -1.060 -0.09 0.01 -0.01 -0.006
C -5.172 -0.027 1.519 -0.07 0.00 0.04 -0.008
H -4.339 -0.772 -1.517 -0.05 0.03 -0.02 0.000
H -3.631 0.802 -1.184 0.00 0.03 0.02 -0.009
H -3.395 -0.496 -0.058 -0.09 -0.07 -0.02 -0.009
H -7.444 -0.242 0.276 0.03 0.06 0.02 0.002
H -6.420 -1.437 -0.507 -0.02 0.00 0.00 0.002
H -6.434 -0.121 -2.603 0.03 0.02 0.01 0.000
H -8.078 -0.358 -2.060 0.01 -0.02 -0.03 0.001
H -7.662 2.027 -2.747 -0.02 -0.01 0.00 0.000
H -8.187 1.868 -1.076 0.05 0.02 0.04 0.005
H -4.116 2.815 -2.051 -0.01 0.02 -0.01 -0.012
H -5.403 2.992 -3.247 -0.01 0.00 0.02 0.001
H -4.855 1.389 -2.791 0.00 -0.01 0.01 0.001
H -7.294 3.994 -0.362 0.02 -0.02 0.02 0.002
H -6.753 4.346 -2.010 0.01 0.00 0.01 0.000
H -5.611 4.426 -0.657 0.01 -0.01 -0.01 -0.003
H -4.345 0.541 1.947 0.01 0.00 -0.02 -0.003
H -4.914 -1.087 1.556 0.01 0.02 0.00 0.001
H -6.057 0.144 2.125 0.00 0.03 -0.01 0.003